1.
A molecular structure, C29H43N3O5PPdSbTe, computed with ωB97M-V with the def2-TZVPD basis set.

Energy above the lowest of the compared OMol25 structures with the same formula, charge and spin: 2.388 eV
Frontier orbital gap: 5.049 eV

Structure (ORCA input):
```
! wB97M-V def2-TZVPD RIJCOSX def2/J DEFGRID3
* xyz -2 1
Pd -0.24 0.56 0.59
C -5.73 0.39 13.03
O -4.35 0.35 12.81
C -3.93 0.30 11.49
C -4.78 0.39 10.40
C -4.25 0.32 9.11
C -2.88 0.18 8.88
C -2.04 0.09 10.01
C -2.56 0.15 11.28
N -2.47 0.12 7.55
N -1.19 0.07 7.43
C -0.64 0.01 6.21
C 0.78 0.01 6.24
C 1.69 0.15 5.24
C 1.45 0.71 3.93
O 2.30 1.00 3.14
C -0.91 0.25 3.72
N -1.48 0.00 2.55
C -2.56 -0.78 2.53
C -3.10 -1.33 3.69
C -2.51 -1.03 4.90
C -1.37 -0.22 4.95
H -5.88 0.36 14.11
H -6.23 -0.47 12.57
H -6.18 1.30 12.63
H -5.85 0.50 10.52
H -4.90 0.39 8.25
H -0.98 -0.03 9.85
H -1.91 0.08 12.15
H 1.18 -0.15 7.24
H 2.74 0.01 5.45
H -2.97 -0.99 1.56
H -3.95 -1.99 3.62
H -2.90 -1.44 5.82
C 2.46 -5.90 1.46
C 2.23 -4.62 2.25
O 1.79 -3.60 1.38
P 0.35 -2.86 1.82
O 0.15 1.13 3.64
Te -1.29 -4.65 1.52
O 0.27 -1.91 0.48
C 0.04 -2.44 -0.83
C -1.30 -1.96 -1.33
H 2.87 -6.68 2.10
H 3.15 -5.72 0.63
H 1.51 -6.24 1.05
H 3.16 -4.29 2.73
H 1.50 -4.81 3.04
H 0.10 -3.53 -0.81
H 0.85 -2.05 -1.47
H -2.09 -2.43 -0.75
H -1.43 -2.22 -2.39
H -1.37 -0.87 -1.22
C -1.43 5.75 -0.54
C -0.52 4.87 -1.38
C -1.17 4.52 -2.71
Sb 0.00 3.03 -0.29
C 1.56 2.44 -1.72
C 1.01 1.39 -2.68
C 2.75 1.88 -0.96
C 1.34 3.96 1.12
C 2.19 5.07 0.53
C 0.60 4.44 2.37
H -1.72 6.66 -1.09
H -0.96 6.06 0.39
H -2.36 5.23 -0.28
H 0.43 5.38 -1.56
H -2.08 3.94 -2.57
H -0.50 3.93 -3.34
H -1.43 5.43 -3.27
H 1.85 3.34 -2.28
H 0.72 0.50 -2.12
H 1.76 1.11 -3.42
H 0.12 1.73 -3.22
H 2.44 1.10 -0.26
H 3.27 2.63 -0.37
H 3.47 1.44 -1.66
H 1.97 3.11 1.41
H 1.59 5.95 0.29
H 2.70 4.76 -0.40
H 2.97 5.38 1.24
H -0.08 5.26 2.15
H 1.31 4.80 3.12
H 0.03 3.62 2.82
*
```

2.
A molecular structure, C29H44AsN4O3PtSi3, computed with ωB97M-V with the def2-TZVPD basis set.

Energy above the lowest of the compared OMol25 structures with the same formula, charge and spin: 0.645 eV
Frontier orbital gap (spin up / spin down): 7.390 / 6.853 eV
<S²>: 2.0058

Structure (ORCA input):
```
! wB97M-V def2-TZVPD RIJCOSX def2/J DEFGRID3
* xyz 1 3
Pt 0.10 -0.75 0.16
N -3.08 0.90 2.54
C -2.17 1.46 3.41
C -0.95 1.21 2.88
N -1.10 0.51 1.70
C -2.39 0.35 1.53
C -2.87 -0.32 0.33
N -2.00 -0.72 -0.58
C -2.73 -1.27 -1.61
C -4.05 -1.18 -1.32
N -4.13 -0.58 -0.08
H -4.08 0.93 2.65
H -2.48 1.98 4.31
H 0.02 1.51 3.25
H -2.26 -1.67 -2.50
H -4.93 -1.48 -1.87
H -4.98 -0.36 0.41
O 1.03 -0.78 -2.21
C 2.33 -0.11 -2.26
C 2.77 0.38 -0.85
O 3.80 1.01 -0.77
O 2.06 0.01 0.18
C 3.38 -1.11 -2.70
C 4.63 -0.66 -3.13
C 5.60 -1.56 -3.52
C 5.35 -2.93 -3.50
C 4.11 -3.38 -3.05
C 3.14 -2.47 -2.64
C 2.19 1.05 -3.24
C 2.08 2.37 -2.82
C 1.89 3.38 -3.75
C 1.80 3.09 -5.10
C 1.89 1.77 -5.53
C 2.09 0.76 -4.60
H 0.40 -0.14 -2.55
H 4.84 0.40 -3.14
H 6.57 -1.20 -3.85
H 6.10 -3.63 -3.82
H 3.91 -4.45 -3.03
H 2.19 -2.82 -2.27
H 2.18 2.62 -1.77
H 1.82 4.41 -3.42
H 1.66 3.88 -5.83
H 1.81 1.52 -6.58
H 2.18 -0.27 -4.93
C 0.44 -1.65 4.41
Si -0.14 -3.05 3.33
C 0.16 -4.65 4.22
C -1.99 -2.88 3.10
As 0.96 -2.80 1.22
Si 0.19 -4.72 -0.01
C 0.63 -6.21 1.00
C 0.79 -4.95 -1.75
C -1.65 -4.50 -0.13
Si 3.26 -2.44 1.89
C 3.55 -3.89 3.05
C 3.40 -0.83 2.80
C 4.51 -2.53 0.54
H -0.33 -1.41 5.15
H 0.64 -0.75 3.82
H 1.36 -1.91 4.95
H -0.39 -4.61 5.17
H 1.21 -4.82 4.45
H -0.21 -5.51 3.66
H -2.42 -2.50 4.04
H -2.46 -3.84 2.88
H -2.24 -2.18 2.30
H 1.63 -6.13 1.44
H 0.61 -7.11 0.38
H -0.08 -6.35 1.81
H 1.85 -5.20 -1.80
H 0.60 -4.08 -2.38
H 0.23 -5.79 -2.15
H -2.10 -4.16 0.80
H -2.11 -5.45 -0.42
H -1.88 -3.77 -0.91
H 3.24 -3.65 4.08
H 4.62 -4.13 3.08
H 3.01 -4.78 2.73
H 2.94 -0.85 3.78
H 2.97 -0.03 2.20
H 4.47 -0.62 2.92
H 4.44 -3.45 -0.05
H 5.49 -2.50 1.03
H 4.45 -1.68 -0.14
*
```

3.
A molecular structure, C29H44Br25F2N4O6PS, computed with ωB97M-V with the def2-TZVPD basis set.

Frontier orbital gap: 7.694 eV

Structure (ORCA input):
```
! wB97M-V def2-TZVPD RIJCOSX def2/J DEFGRID3
* xyz 0 1
C -1.47 4.21 3.21
C -2.32 3.08 4.04
C -3.12 2.10 3.02
C -3.01 0.52 3.44
C -2.92 -0.36 2.06
C -2.23 -1.83 2.31
S -2.79 -2.32 4.06
O -0.81 -1.75 2.39
C -0.04 -1.93 1.18
C 0.51 -3.43 1.18
C 1.87 -3.72 0.40
C 1.53 -4.15 -1.15
C 2.49 -3.46 -2.24
C 1.67 -3.53 -3.66
O 2.49 -4.06 -4.75
C 3.17 -2.92 -5.32
C 2.40 -1.95 -6.34
O 4.37 -2.74 -4.93
P -1.00 -1.74 -0.48
N -1.96 -3.03 -0.77
C 1.11 -0.75 1.31
N 0.25 0.46 1.66
C 0.72 1.16 2.63
O 1.16 1.79 3.63
N 1.54 -0.50 -0.09
C 1.59 0.89 -0.56
C 2.43 1.03 -1.96
C 1.37 0.88 -3.16
Br 3.03 2.96 -2.01
N 2.26 -1.03 2.14
C 2.15 -1.69 3.41
O 1.59 -1.28 4.47
F 2.76 -3.00 3.54
C 3.54 -0.41 1.83
O 3.87 0.66 2.39
F 4.44 -0.96 0.87
H -1.86 4.32 2.13
H -0.35 3.97 3.15
H -1.57 5.26 3.68
H -1.64 2.48 4.74
H -3.12 3.68 4.61
H -4.24 2.36 3.03
H -2.70 2.31 1.97
H -2.04 0.45 4.06
H -3.96 0.31 4.05
H -4.01 -0.55 1.70
H -2.33 0.30 1.34
H -2.69 -2.66 1.67
H -1.89 -1.72 4.95
H 0.69 -3.73 2.30
H -0.27 -4.20 0.81
H 2.32 -4.69 0.87
H 2.70 -2.94 0.48
H 0.43 -3.96 -1.43
H 1.69 -5.30 -1.25
H 2.85 -2.41 -1.99
H 3.40 -4.15 -2.38
H 1.17 -2.52 -3.91
H 0.79 -4.29 -3.53
H 3.18 -1.45 -7.01
H 1.79 -1.17 -5.75
H 1.66 -2.62 -6.94
H -0.13 -1.72 -1.63
H -1.79 -0.55 -0.54
H -2.95 -2.69 -0.87
H 2.26 -1.13 -0.46
H 0.56 1.38 -0.79
H 2.19 1.53 0.20
H 3.31 0.30 -2.02
H 0.34 1.36 -2.93
H 1.17 -0.25 -3.32
H 1.75 1.38 -4.13
C 2.61 2.24 7.43
Br 3.71 3.84 7.50
Br 0.83 2.56 8.14
Br 2.55 1.49 5.64
H 3.08 1.50 8.07
C 1.03 -4.62 6.57
Br 0.44 -5.47 8.21
Br 2.59 -5.51 5.82
Br -0.41 -4.48 5.27
H 1.33 -3.61 6.83
C -2.33 -4.63 -4.97
Br -4.18 -4.84 -4.42
Br -1.97 -2.84 -5.62
Br -1.10 -5.15 -3.56
H -2.17 -5.31 -5.80
C -2.12 8.87 3.43
Br -2.75 7.65 2.06
Br -2.52 8.23 5.21
Br -0.23 9.28 3.22
H -2.66 9.81 3.30
C -6.01 9.64 4.47
Br -7.34 9.81 5.87
Br -6.80 9.06 2.79
Br -4.97 11.26 4.25
H -5.32 8.85 4.78
C 1.05 1.96 -7.50
Br 0.23 0.59 -6.40
Br -0.22 3.33 -8.02
Br 2.62 2.71 -6.65
H 1.39 1.47 -8.42
C -0.34 -7.60 -7.38
Br -1.19 -8.94 -6.27
Br -1.58 -6.22 -7.93
Br 1.23 -6.85 -6.53
H 0.00 -8.11 -8.29
C 0.47 5.17 -4.84
Br -0.47 3.91 -3.69
Br -0.70 6.58 -5.47
Br 2.06 5.88 -3.98
H 0.80 4.61 -5.71
*
```

4.
A molecular structure, C29H44ClN2NiO3P3Te, computed with ωB97M-V with the def2-TZVPD basis set.

Energy above the lowest of the compared OMol25 structures with the same formula, charge and spin: 0.672 eV
Frontier orbital gap (spin up / spin down): 5.957 / 5.862 eV
<S²>: 2.0254

Structure (ORCA input):
```
! wB97M-V def2-TZVPD RIJCOSX def2/J DEFGRID3
* xyz 0 3
Ni 0.03 -1.25 -0.45
C -0.20 -2.58 2.88
P 0.12 -1.13 1.80
C -1.47 -0.23 2.11
N -1.68 0.32 3.28
C -2.87 0.92 3.50
C -3.13 1.51 4.75
C -4.36 2.07 5.00
C -5.35 2.07 4.00
C -5.13 1.52 2.77
C -3.88 0.91 2.50
N -3.67 0.29 1.32
C -2.49 -0.25 1.11
P -2.21 -1.22 -0.43
C -3.29 -2.64 0.00
C -3.11 -0.34 -1.82
C -2.51 -0.92 -3.10
C -4.63 -0.54 -1.80
C -2.76 1.14 -1.73
C 1.51 -0.23 2.66
C 2.79 -0.96 2.23
C 1.53 1.19 2.10
C 1.42 -0.19 4.19
H -0.55 -2.25 3.86
H 0.72 -3.17 2.99
H -0.95 -3.21 2.41
H -2.34 1.51 5.50
H -4.57 2.51 5.96
H -6.32 2.52 4.22
H -5.88 1.52 2.00
H -4.25 -2.28 0.36
H -2.81 -3.22 0.78
H -3.44 -3.28 -0.87
H -2.64 -2.01 -3.15
H -1.44 -0.71 -3.16
H -3.00 -0.48 -3.97
H -4.90 -1.58 -2.00
H -5.07 0.08 -2.58
H -5.05 -0.23 -0.84
H -1.68 1.27 -1.62
H -3.24 1.63 -0.89
H -3.06 1.66 -2.65
H 2.89 -0.96 1.15
H 2.80 -2.00 2.58
H 3.66 -0.46 2.66
H 1.59 1.16 1.01
H 2.41 1.73 2.46
H 0.65 1.75 2.38
H 1.57 -1.18 4.62
H 0.46 0.19 4.52
H 2.20 0.46 4.57
C 1.58 2.50 -5.67
C 0.93 2.78 -4.33
O 1.14 1.65 -3.48
P 1.24 1.70 -1.87
O 0.82 0.32 -1.45
Te 0.16 3.64 -1.00
O 2.83 1.70 -1.58
C 3.65 2.87 -1.52
C 4.74 2.80 -2.57
H 1.34 3.30 -6.37
H 1.20 1.55 -6.07
H 2.66 2.42 -5.56
H -0.15 2.93 -4.45
H 1.34 3.68 -3.88
H 4.08 2.92 -0.52
H 3.04 3.77 -1.66
H 5.38 1.93 -2.39
H 5.35 3.70 -2.54
H 4.30 2.70 -3.56
Cl 6.37 -2.44 0.52
C 4.73 -2.60 -0.03
C 4.26 -1.81 -1.06
C 2.96 -1.94 -1.50
C 2.07 -2.85 -0.89
C 0.70 -2.98 -1.33
C 2.58 -3.64 0.16
C 3.89 -3.53 0.58
H 4.92 -1.08 -1.52
H 2.60 -1.30 -2.29
H 0.17 -3.86 -0.97
H 0.51 -2.75 -2.38
H 1.92 -4.36 0.64
H 4.28 -4.16 1.37
*
```

5.
A molecular structure, C29H44ClN5O3PtS, computed with ωB97M-V with the def2-TZVPD basis set.

Frontier orbital gap (spin up / spin down): 1.664 / 7.430 eV
<S²>: 6.0094

Structure (ORCA input):
```
! wB97M-V def2-TZVPD RIJCOSX def2/J DEFGRID3
* xyz -2 5
Pt 0.19 -0.70 0.25
Cl 1.30 0.09 -1.61
C -1.42 -2.97 3.18
C -0.18 -1.89 1.67
N -1.31 -2.62 1.86
H 0.02 -2.66 4.81
N 0.52 -2.02 2.82
H -2.29 -3.49 3.55
C -2.28 -2.94 0.81
C -3.08 -4.15 1.25
C -3.27 -1.80 0.63
H -3.73 -3.92 2.11
H -3.72 -4.46 0.42
H -2.42 -4.99 1.50
H -2.32 -3.44 -1.24
H -0.92 -4.12 -0.35
H -2.80 -0.93 0.16
C -1.55 -3.23 -0.48
H -3.70 -1.51 1.60
H -4.08 -2.16 -0.03
H -0.92 -2.40 -0.85
C -0.28 -2.58 3.79
C 1.66 -0.17 3.95
H 2.05 -0.34 4.96
H 2.23 0.64 3.50
C 1.84 -1.45 3.12
H 3.53 -0.74 2.05
C 2.61 -2.48 3.92
H 2.77 -3.38 3.32
H 0.61 0.14 4.02
H 2.01 -0.38 1.21
H 2.12 -2.76 4.86
H 3.60 -2.07 4.17
C 2.55 -1.16 1.82
H 2.65 -2.06 1.22
C 1.86 2.12 -5.25
N 1.07 1.50 -4.28
H 3.93 2.79 -5.13
N 3.00 1.91 -3.37
H 1.51 2.31 -6.25
C -0.27 0.90 -4.50
C -0.86 1.46 -5.77
C -0.09 -0.61 -4.63
H -0.26 1.19 -6.65
H -1.87 1.05 -5.90
H -0.96 2.55 -5.71
H -2.16 0.88 -3.48
H -1.21 2.36 -3.22
H 0.23 -1.05 -3.68
C -1.15 1.27 -3.32
H 0.67 -0.83 -5.39
H -1.03 -1.07 -4.95
H -0.76 0.85 -2.38
C 3.05 2.36 -4.69
C 4.72 0.37 -2.60
H 4.95 0.16 -3.66
H 5.64 0.28 -2.02
C 4.18 1.79 -2.47
H 4.58 1.99 -0.38
C 5.23 2.80 -2.90
H 4.81 3.82 -2.87
H 3.99 -0.36 -2.24
H 2.92 1.46 -0.74
H 5.62 2.58 -3.90
H 6.06 2.77 -2.18
C 3.73 2.12 -1.06
H 3.40 3.16 -1.00
C 1.78 1.40 -3.15
O -2.33 0.08 5.67
S -2.77 -0.04 4.31
O -3.64 -1.15 3.97
N -1.56 0.17 3.25
C -1.85 1.05 2.26
O -1.26 1.08 1.13
C -3.00 1.92 2.64
C -3.56 3.04 2.00
C -4.75 3.58 2.52
C -5.37 3.01 3.64
C -4.80 1.90 4.29
C -3.61 1.41 3.76
H -3.06 3.46 1.13
H -5.20 4.45 2.05
H -6.31 3.41 4.02
H -5.25 1.43 5.15
*
```

Electronic energy: -72077.6834, -130606.3550, -1825640.4289, -128638.4204, -70979.0187 (eV)
Max |F|: 1.12, 1.12, 9.02, 1.38, 2.18 (eV/Å)